12 unconnected molecules or ions with the total composition C42H71NO28, computed with ωB97M-V/def2-TZVPD.

Calculated values
E_HOMO = -10.07 eV
Frontier orbital gap = 9.72 eV
SMILES string = CCOC(C)=O.CCOC(C)=O.CCOC(C)=O.CCOC(C)=O.CCOC(C)=O.O=C1OCCO1.O=C1OCCO1.O=C1OCCO1.O=C1OCCO1.O=C1OCCO1.O=C1OCCO1.CCCC#N
Lowest unoccupied orbital energy = -0.3 eV
ΔE to the lowest compared entry with this formula, charge and spin = 0.00 kJ/mol

```
142
Properties=species:S:1:pos:R:3:forces:R:3
C 4.22236 -4.43313 -0.45472 -0.21 -0.55 0.54
C 3.53292 -3.07274 -0.40927 0.08 -1.12 -0.19
O 4.33023 -2.25880 -1.27822 -0.08 0.46 0.37
C 3.79969 -1.18319 -1.85747 0.13 0.42 -0.40
C 4.83727 -0.50280 -2.71059 -0.32 -0.14 -0.03
O 2.65976 -0.81116 -1.71555 -0.21 -0.19 0.18
H 4.96343 -4.55284 0.33790 0.13 0.24 -0.12
H 4.70304 -4.60671 -1.41456 -0.09 0.12 -0.08
H 3.51176 -5.24960 -0.29643 -0.11 0.13 -0.08
H 2.50359 -3.15710 -0.75758 0.12 0.25 -0.29
H 3.50701 -2.70284 0.61741 0.20 0.41 -0.14
H 4.92472 -1.00865 -3.67324 0.20 -0.35 0.23
H 5.74916 -0.57691 -2.12572 0.31 0.24 -0.44
H 4.54484 0.51269 -2.96601 0.00 0.11 0.45
C -3.70287 -2.78331 3.31537 -0.34 0.67 -0.11
C -4.11394 -3.31603 4.67108 -0.32 -0.30 -0.52
O -3.07835 -3.96193 5.42568 0.25 0.48 0.33
C -2.60993 -5.13470 4.98396 0.15 -0.34 -0.05
C -1.61902 -5.74248 5.94382 0.24 0.26 -0.19
O -2.95782 -5.67099 3.96378 -0.13 0.21 0.04
H -4.55915 -2.20186 2.95368 -0.10 -0.31 -0.17
H -3.46688 -3.55989 2.59532 0.06 -0.01 0.01
H -2.91567 -2.02577 3.34032 0.30 -0.36 0.32
H -4.49179 -2.49835 5.28193 0.20 -0.11 0.28
H -4.92165 -4.04000 4.54364 -0.01 0.05 -0.03
H -0.98464 -6.43009 5.39109 -0.17 -0.21 0.08
H -2.17629 -6.26000 6.72309 0.09 -0.10 0.02
H -0.97040 -5.00050 6.40857 -0.20 0.12 0.05
C -2.86439 2.66848 -1.33867 -0.17 0.64 -0.31
C -4.23247 2.94838 -1.94460 0.27 -0.89 0.04
O -4.66090 4.24294 -1.52918 0.35 0.31 0.06
C -5.95501 4.44142 -1.27517 -0.76 -0.08 0.01
C -6.24038 5.86639 -0.88147 0.35 0.15 -0.29
O -6.79892 3.58196 -1.31304 0.20 0.00 -0.06
H -2.55716 1.64646 -1.55603 0.01 -0.01 0.07
H -2.90508 2.85617 -0.26409 0.06 -0.23 0.07
H -2.12315 3.34631 -1.76711 0.07 -0.06 0.03
H -4.19107 2.93059 -3.03210 -0.01 0.10 -0.03
H -4.92742 2.17075 -1.62333 -0.23 0.26 0.06
H -5.91660 5.98668 0.15307 -0.18 0.15 0.03
H -7.29320 6.09092 -1.01203 -0.09 -0.19 0.26
H -5.67854 6.57128 -1.49472 0.16 -0.12 0.06
C 7.34493 2.17460 0.67979 0.20 0.17 -0.51
C 6.66083 1.01043 -0.01230 0.83 -0.14 0.19
O 5.27261 0.93666 0.29723 -0.23 0.23 -0.22
C 4.88030 0.19883 1.34716 -0.26 -0.93 -0.17
C 3.38818 0.15449 1.49894 -0.47 0.65 0.37
O 5.62854 -0.44457 2.03894 0.22 0.33 -0.03
H 6.91144 3.11973 0.34871 -0.10 0.02 0.22
H 8.39057 2.19347 0.35963 -0.02 -0.04 0.04
H 7.34083 2.10460 1.76457 -0.21 -0.08 0.03
H 6.72720 1.10373 -1.09494 -0.17 0.25 -0.01
H 7.19490 0.09041 0.23455 -0.39 -0.14 0.21
H 2.87350 -0.47307 0.77222 0.49 -0.31 -0.08
H 2.91358 1.12933 1.35932 0.28 0.14 0.10
H 3.17154 -0.20620 2.50070 -0.08 -0.08 -0.05
C 4.30449 4.17978 -2.29940 0.31 -0.45 0.28
C 4.25401 4.27553 -0.77680 0.73 -0.54 -0.46
O 3.03476 4.82859 -0.29552 -0.19 0.24 0.13
C 1.93947 4.06282 -0.41105 -0.04 0.34 -0.03
C 0.69860 4.81442 0.00564 0.24 -0.53 0.27
O 1.96114 2.93617 -0.83272 -0.06 -0.14 -0.02
H 3.79153 3.26610 -2.59832 -0.29 0.28 -0.23
H 5.34120 4.04421 -2.61813 0.03 0.16 0.07
H 3.90849 5.06461 -2.79241 -0.12 -0.01 0.00
H 4.41473 3.27116 -0.37551 -0.23 0.08 0.15
H 5.05995 4.89812 -0.39213 -0.24 0.27 0.05
H -0.02750 4.06664 0.31996 -0.14 0.14 -0.11
H 0.31964 5.38311 -0.84078 -0.04 0.04 -0.01
H 0.91851 5.47564 0.83998 -0.01 0.11 -0.08
O -3.47974 4.33083 -5.23452 -0.11 -0.01 0.06
C -2.53768 3.62809 -5.38736 0.69 0.23 -0.47
O -1.63494 3.74762 -6.40837 -0.33 0.09 0.25
C -0.77267 2.61685 -6.39936 0.19 -0.53 -0.16
C -0.94179 2.04636 -4.99600 0.59 0.18 0.18
O -2.16821 2.62957 -4.56921 -0.53 -0.40 0.28
H -1.09482 1.91994 -7.17716 -0.10 0.01 0.07
H 0.25549 2.89703 -6.61919 -0.09 0.27 0.06
H -0.16358 2.36692 -4.29911 0.03 0.12 -0.11
H -0.97188 0.96282 -4.92219 -0.30 0.02 -0.16
O 4.26314 -3.82727 -4.13628 0.14 0.13 -0.14
C 3.18911 -3.31652 -4.09048 -0.22 -0.03 0.22
O 2.14542 -3.81370 -3.41060 -0.05 -0.29 -0.04
C 1.03020 -2.90992 -3.46287 0.42 0.43 0.29
C 1.45152 -1.92376 -4.56533 -0.60 -0.40 0.32
O 2.85568 -2.14608 -4.68049 0.23 -0.04 -0.21
H 0.12256 -3.48402 -3.61376 -0.04 0.07 -0.20
H 0.98732 -2.38841 -2.50702 -0.15 -0.13 -0.03
H 1.25423 -0.90451 -4.24832 0.14 0.05 -0.13
H 0.97164 -2.14560 -5.51944 0.08 0.09 -0.07
O 0.88482 2.65907 2.58447 -0.06 -0.10 -0.01
C -0.15197 2.68707 3.16306 0.19 0.24 0.02
O -1.01001 1.64796 3.24992 0.02 -0.30 0.32
C -2.19027 2.03003 3.94658 -0.63 0.29 -0.26
C -1.92464 3.48804 4.35460 -0.36 0.04 -0.16
O -0.63219 3.76359 3.82002 -0.01 -0.07 0.00
H -3.02549 1.96081 3.24767 0.04 0.03 -0.01
H -2.43324 1.36645 4.77653 0.47 -0.07 0.05
H -1.93185 3.67977 5.42513 0.16 -0.14 0.04
H -2.65426 4.14893 3.88727 0.12 0.10 0.01
O -1.64896 -4.01518 -1.33045 0.07 -0.04 0.12
C -1.04209 -4.14942 -0.31069 0.02 0.06 -0.25
O 0.30152 -4.12481 -0.22221 0.11 0.02 0.05
C 0.72408 -4.28374 1.14983 -0.67 0.12 -0.28
C -0.60948 -4.17756 1.91045 0.66 0.13 -0.02
O -1.59885 -4.33614 0.89563 -0.19 0.06 0.08
H 1.23559 -5.23891 1.24077 0.06 0.03 0.07
H 1.34882 -3.43315 1.39961 0.29 -0.21 0.07
H -0.65687 -3.17458 2.33089 -0.38 -0.07 0.10
H -0.75687 -4.92651 2.68214 -0.06 -0.05 -0.05
O -7.21101 -1.02987 -3.36714 -0.12 0.02 -0.04
C -6.02744 -0.98292 -3.35542 0.47 0.15 0.30
O -5.25593 -1.09251 -2.24185 -0.29 -0.06 -0.26
C -3.87804 -1.20744 -2.60977 -0.05 -0.17 0.12
C -3.86010 -0.85137 -4.09838 -0.08 0.47 0.22
O -5.24448 -0.78794 -4.43827 -0.21 -0.16 -0.30
H -3.32214 -0.49203 -2.01026 0.14 -0.13 -0.05
H -3.56309 -2.22888 -2.39496 0.19 0.08 -0.01
H -3.37572 -1.57067 -4.75274 0.05 -0.12 0.14
H -3.41868 0.13654 -4.24658 -0.03 -0.04 -0.13
O 1.29434 -1.92575 3.25266 0.29 0.13 0.27
C 0.71251 -1.50200 4.20377 -0.17 0.14 -0.72
O 1.14929 -0.55071 5.04027 0.05 -0.17 0.19
C 0.19171 -0.33891 6.08307 -0.58 -0.50 -0.28
C -0.94190 -1.34654 5.75947 0.29 0.28 0.11
O -0.53737 -1.89074 4.50762 -0.22 -0.31 0.31
H 0.64769 -0.59147 7.03478 0.11 0.38 0.08
H -0.17189 0.68330 6.02448 0.25 0.13 0.20
H -1.92291 -0.89155 5.63893 0.02 0.05 -0.01
H -1.01033 -2.13214 6.50998 -0.03 -0.11 -0.13
C -1.95612 -0.61408 0.58310 0.30 0.12 0.12
C -0.45184 -0.45087 0.75453 0.40 -0.01 0.16
C 0.22389 0.45844 -0.27770 -0.29 0.28 0.16
C -0.14258 0.12049 -1.64648 0.08 -0.08 -0.07
N -0.51509 -0.11981 -2.70674 -0.09 -0.07 0.00
H -2.17891 -1.22965 -0.28752 -0.13 -0.05 0.06
H -2.43418 0.36112 0.45518 -0.01 -0.03 -0.03
H -2.38149 -1.07109 1.47660 -0.08 -0.14 -0.14
H 0.07794 -1.40935 0.74852 -0.23 -0.11 -0.17
H -0.21969 -0.03874 1.73574 -0.05 0.13 -0.03
H 1.30075 0.44110 -0.15065 0.01 -0.03 -0.32
H -0.06102 1.50974 -0.16455 -0.07 -0.09 0.18
```
Forces are in eV/Å.